1.
DFT (ωB97M-V with the def2-TZVPD basis set) results for an isolated ion of composition CHO5S and charge -1 in a non-equilibrium geometry.

The total energy is -22123.64979 eV. The energy relative to the best compared isomer or geometry (same formula, charge and spin) is 111.4 kcal per mole. For the HOMO-LUMO gap, the calculation gives 9.389 eV. Its LUMO energy is 4.058 eV.

Structure (ORCA input):
```
! wB97M-V def2-TZVPD RIJCOSX def2/J DEFGRID3
* xyz -1 1
O -1.846 -0.507 0.710
S -0.968 0.387 0.068
O -0.562 1.490 0.985
O -1.262 0.760 -1.320
C 0.804 -0.238 -0.173
O 1.635 -0.553 0.846
O 1.204 -1.613 -0.032
H 0.994 0.276 -1.085
*
```

2.
DFT (ωB97M-V with the def2-TZVPD basis set) results for a 6-piece molecular cluster, C38H43BF6N8O9 overall in a non-equilibrium geometry.

The total energy is -87428.21303 eV. For the HOMO-LUMO gap, the calculation gives 7.067 eV. Its LUMO energy is -1.161 eV.

Structure (ORCA input):
```
! wB97M-V def2-TZVPD RIJCOSX def2/J DEFGRID3
* xyz 0 1
C 3.369 -3.026 -0.477
C 4.560 -2.895 0.056
C 5.090 -1.680 0.729
O 6.268 -1.631 0.920
O 4.254 -0.680 1.076
C 4.906 0.560 0.786
C 4.869 0.895 -0.705
C 3.568 0.467 -1.401
C 2.532 1.631 -1.457
C 1.095 1.105 -1.367
C 0.213 2.358 -1.333
C -1.282 2.167 -0.977
C -1.889 3.472 -1.382
N -2.347 4.453 -1.765
O -1.834 1.172 -1.829
N -2.149 1.699 -3.155
O -3.204 1.394 -3.466
C -1.595 1.954 0.534
C -0.385 2.068 1.345
N 0.567 2.199 1.973
B -2.571 3.175 1.027
O -1.995 4.206 1.714
O -3.913 3.161 0.785
C -2.285 0.677 1.039
O -3.002 0.820 1.984
C -2.110 -0.779 0.537
F -1.007 -0.995 -0.165
F -1.992 -1.509 1.644
C -3.377 -1.336 -0.186
F -4.219 -1.663 0.792
F -3.994 -0.428 -0.909
C -3.082 -2.653 -0.955
F -2.261 -3.411 -0.278
F -4.248 -3.310 -1.017
C -2.592 -2.513 -2.405
O -1.735 -3.249 -2.787
O -3.152 -1.623 -3.193
H 2.580 -2.371 -0.146
H 3.172 -3.759 -1.236
H 5.238 -3.728 0.016
H 5.930 0.584 1.133
H 4.404 1.340 1.345
H 4.928 1.977 -0.788
H 5.768 0.512 -1.172
H 3.134 -0.412 -0.954
H 3.820 0.194 -2.424
H 2.678 2.181 -0.528
H 2.676 2.280 -2.314
H 1.056 0.557 -0.435
H 0.842 0.491 -2.222
H 0.189 2.711 -2.361
H 0.631 3.175 -0.759
H -2.564 4.387 2.466
H -4.441 3.136 1.586
H -2.665 -1.618 -4.029
C 7.713 3.754 -3.612
C 6.803 3.218 -4.564
C 5.547 3.593 -4.177
N 5.657 4.333 -3.028
C 6.977 4.438 -2.682
H 8.785 3.649 -3.611
H 7.045 2.624 -5.429
H 4.584 3.397 -4.617
H 4.891 4.734 -2.521
H 7.277 4.986 -1.805
C 1.370 -7.227 2.800
C 0.447 -6.722 1.846
C 0.993 -5.584 1.316
N 2.206 -5.381 1.913
C 2.447 -6.381 2.814
H 1.257 -8.112 3.403
H -0.507 -7.144 1.581
H 0.625 -4.904 0.568
H 2.827 -4.617 1.716
H 3.358 -6.403 3.386
C -4.229 -0.998 6.810
C -3.092 -1.845 6.682
C -2.488 -1.544 5.488
N -3.216 -0.557 4.891
C -4.269 -0.216 5.689
H -4.928 -0.967 7.628
H -2.757 -2.588 7.386
H -1.611 -1.948 5.018
H -3.018 -0.133 4.002
H -4.957 0.553 5.378
C -0.148 -3.239 -5.339
C -1.046 -2.785 -6.345
C -0.378 -1.857 -7.102
N 0.884 -1.732 -6.592
C 1.033 -2.573 -5.519
H -0.349 -3.967 -4.576
H -2.065 -3.105 -6.496
H -0.690 -1.281 -7.955
H 1.592 -1.119 -6.949
H 1.964 -2.622 -4.980
C -7.484 4.121 4.400
C -6.581 5.160 4.752
C -5.318 4.638 4.704
N -5.422 3.320 4.338
C -6.741 3.000 4.148
H -8.557 4.190 4.339
H -6.832 6.174 5.012
H -4.358 5.085 4.898
H -4.653 2.685 4.229
H -7.033 2.007 3.853
*
```

3.
DFT (ωB97M-V with the def2-TZVPD basis set) results for a single C21H24O9 molecule.

The total energy is -40593.66798 eV. The energy relative to the best compared isomer or geometry (same formula, charge and spin) is 0.0 kcal per mole. For the HOMO-LUMO gap, the calculation gives 8.696 eV. Its LUMO energy is 0.148 eV.

Structure (ORCA input):
```
! wB97M-V def2-TZVPD RIJCOSX def2/J DEFGRID3
* xyz 0 1
C 5.126 5.543 -1.381
O 4.345 4.777 -2.266
C 3.024 4.604 -1.985
C 2.297 3.858 -2.913
C 0.951 3.624 -2.723
C 0.292 4.128 -1.608
C -1.183 3.900 -1.391
C -1.436 3.393 0.013
O -1.944 4.143 0.843
C -1.043 2.027 0.351
C -0.450 1.159 -0.571
C -0.104 -0.132 -0.245
C -0.345 -0.599 1.048
O -0.051 -1.864 1.487
C 0.598 -2.757 0.634
O -0.163 -3.122 -0.489
C -1.427 -3.688 -0.160
C -2.192 -3.925 -1.468
O -3.546 -4.176 -1.244
C -1.221 -4.990 0.627
O -2.469 -5.525 0.998
C -0.361 -4.712 1.873
O -0.098 -5.911 2.556
C 0.942 -4.008 1.457
O 1.754 -4.879 0.708
C -0.926 0.235 1.988
C -1.280 1.543 1.664
O -1.833 2.290 2.616
C 1.020 4.872 -0.690
C 2.371 5.111 -0.867
H 4.754 6.570 -1.302
H 5.164 5.093 -0.384
H 6.128 5.556 -1.807
H 2.812 3.474 -3.779
H 0.406 3.053 -3.462
H -1.715 4.850 -1.490
H -1.578 3.201 -2.129
H -0.248 1.502 -1.572
H 0.327 -0.776 -0.993
H 1.520 -2.319 0.220
H -2.004 -2.989 0.461
H -2.130 -3.023 -2.081
H -1.717 -4.753 -2.017
H -3.615 -4.844 -0.546
H -0.690 -5.717 -0.015
H -2.319 -6.105 1.757
H -0.924 -4.068 2.557
H 0.692 -6.305 2.158
H 1.513 -3.730 2.348
H 1.460 -4.850 -0.213
H -1.111 -0.124 2.986
H -2.029 3.181 2.226
H 0.523 5.279 0.178
H 2.899 5.696 -0.130
*
```

4.
DFT (ωB97M-V with the def2-TZVPD basis set) results for C31H30BClN8O7TeTi as an isolated structure in a non-equilibrium geometry.

The total energy is -102503.53527 eV. The energy relative to the best compared isomer or geometry (same formula, charge and spin) is 24.7 kcal per mole. For the HOMO-LUMO gap (alpha / beta), the calculation gives 6.949 / 7.444 eV. Its LUMO energy (alpha / beta) is 2.244 / 2.244 eV.

Structure (ORCA input):
```
! wB97M-V def2-TZVPD RIJCOSX def2/J DEFGRID3
* xyz -1 2
Ti 0.232 -0.223 -0.160
C 2.421 -2.760 -1.911
C 1.884 -2.970 -0.536
C 2.461 -3.713 0.503
C 1.604 -3.568 1.573
N 0.575 -2.808 1.177
N 0.742 -2.423 -0.120
B -0.687 -2.361 1.957
N -1.823 -2.081 0.937
C -3.016 -2.686 0.895
C -3.710 -2.195 -0.187
C -2.854 -1.264 -0.786
C -3.157 -0.463 -2.005
N -1.718 -1.186 -0.088
N -0.354 -1.059 2.728
C -0.211 -0.846 4.042
C 0.234 0.443 4.217
C 0.360 0.973 2.927
C 0.866 2.347 2.625
N -0.001 0.058 2.021
N -1.152 -3.481 2.889
C -1.042 -4.813 2.676
C -1.789 -5.456 3.630
C -2.347 -4.415 4.405
C -3.272 -4.519 5.579
N -1.967 -3.234 3.948
H 3.296 -3.392 -2.066
H 1.668 -2.984 -2.664
H 2.714 -1.718 -2.033
H 3.392 -4.257 0.477
H 1.665 -3.952 2.580
H -3.303 -3.411 1.640
H -4.700 -2.471 -0.511
H -4.082 -0.827 -2.451
H -3.272 0.591 -1.757
H -2.358 -0.534 -2.739
H -0.454 -1.615 4.754
H 0.454 0.945 5.144
H 0.810 2.950 3.530
H 1.909 2.311 2.309
H 0.289 2.839 1.845
H -0.454 -5.204 1.861
H -1.913 -6.519 3.763
H -3.266 -5.529 5.987
H -2.976 -3.818 6.359
H -4.295 -4.272 5.287
O 4.547 3.933 -0.388
C 3.695 3.096 -0.354
C 2.200 3.320 -0.645
O 1.699 4.374 -0.948
C 1.601 2.004 -0.442
C 2.543 1.041 -0.070
O 2.114 -0.154 0.202
C 3.885 1.620 0.036
O 4.924 1.119 0.385
O 0.352 1.638 -0.417
Cl -0.025 -1.633 -4.934
C 0.684 -0.074 -4.384
C 0.087 0.298 -3.030
O -0.675 1.243 -2.965
O 0.429 -0.509 -2.071
H 0.439 0.676 -5.124
H 1.756 -0.233 -4.306
C -2.433 3.637 -1.491
Te -2.235 2.469 0.289
C -4.263 3.101 0.691
C -4.740 3.873 -0.517
C -6.041 4.373 -0.589
C -6.484 5.051 -1.713
C -5.629 5.217 -2.797
C -4.333 4.734 -2.731
C -3.869 4.079 -1.588
H -2.111 3.037 -2.340
H -1.769 4.497 -1.414
H -4.315 3.713 1.592
H -4.905 2.234 0.855
H -6.710 4.222 0.253
H -7.493 5.445 -1.748
H -5.971 5.730 -3.688
H -3.658 4.868 -3.570
*
```